1.
# C43H101N7O7

7 unconnected molecules or ions with the total composition C43H101N7O7 (ωB97M-V/def2-TZVPD, the Open Molecules 2025 dataset).

Cartesian coordinates (Å):
C: -4.9294 4.5098 -4.3937
C: -4.3388 5.2810 -3.1449
C: -3.9213 6.7108 -3.5231
C: -5.4631 5.3851 -2.0412
C: -5.1625 5.5038 -0.5675
C: -4.1012 4.4286 -0.1541
C: -2.9143 4.2981 -1.1696
C: -2.1333 5.5806 -0.9331
C: -2.1312 3.0187 -0.8033
N: -3.3392 4.2641 -2.6166
O: -2.2989 4.0287 -3.5083
H: -4.2742 4.3753 -5.2544
H: -5.3835 3.5624 -4.1031
H: -5.8096 5.0635 -4.7204
H: -3.5449 7.2760 -2.6705
H: -3.1562 6.6589 -4.2977
H: -4.8032 7.2217 -3.9096
H: -6.1272 6.1584 -2.4273
H: -6.0871 4.5093 -2.2193
H: -4.7429 6.4802 -0.3256
H: -6.0475 5.4074 0.0615
H: -4.6182 3.4999 0.0875
H: -3.7252 4.6141 0.8521
H: -1.4896 5.7938 -1.7866
H: -1.5249 5.5760 -0.0287
H: -2.5996 6.5640 -0.9922
H: -2.7187 2.2116 -1.2410
H: -2.2116 3.0341 0.2836
H: -1.1368 3.0416 -1.2493
H: -1.6988 4.6832 -3.1434
C: 5.6255 -0.5451 2.9376
C: 6.1884 -1.3270 4.1338
C: 7.6234 -1.8019 3.6705
C: 6.6488 -0.3417 5.2325
C: 5.5909 0.1455 6.1943
C: 4.8555 -1.0425 6.7041
C: 4.2373 -2.0102 5.6465
C: 3.7779 -3.2059 6.4914
C: 3.0720 -1.4219 4.9150
N: 5.4261 -2.4343 4.7264
O: 5.0895 -3.4425 3.8225
H: 5.1862 -1.2412 2.2231
H: 6.3170 0.0721 2.3640
H: 4.8093 0.1271 3.2024
H: 8.2522 -1.0079 3.2678
H: 7.5275 -2.5564 2.8898
H: 7.9737 -2.3665 4.5346
H: 7.5083 -0.7101 5.7924
H: 6.8836 0.6333 4.8056
H: 4.9164 0.7398 5.5779
H: 5.9570 0.7403 7.0310
H: 4.2104 -0.7619 7.5367
H: 5.6749 -1.5620 7.2009
H: 4.4223 -3.4218 7.3435
H: 2.7738 -2.9680 6.8426
H: 3.5284 -4.0398 5.8353
H: 2.1820 -1.2395 5.5173
H: 3.3776 -0.4764 4.4670
H: 2.7446 -2.1233 4.1476
H: 5.5550 -4.2224 4.1334
C: -3.4425 -2.9073 -1.0788
C: -5.0131 -2.6272 -0.8987
C: -5.7638 -3.9352 -0.4475
C: -5.1945 -1.5368 0.2345
C: -4.6696 -0.1590 -0.2160
C: -5.4304 0.2966 -1.5052
C: -5.3173 -0.7460 -2.6844
C: -6.3292 -0.3285 -3.7563
C: -3.9335 -0.5736 -3.3300
N: -5.5091 -2.0946 -2.2001
O: -5.6620 -3.0869 -3.1160
H: -3.3584 -3.5449 -1.9588
H: -2.8818 -1.9725 -1.0830
H: -3.0404 -3.4958 -0.2541
H: -6.8074 -3.6742 -0.2720
H: -5.8188 -4.5831 -1.3224
H: -5.3233 -4.5268 0.3550
H: -6.1662 -1.4177 0.7140
H: -4.5936 -1.8920 1.0717
H: -4.8451 0.4878 0.6436
H: -3.5805 -0.1993 -0.2355
H: -5.0985 1.2670 -1.8742
H: -6.4487 0.5440 -1.2050
H: -6.1495 -0.9101 -4.6605
H: -6.3170 0.7123 -4.0800
H: -7.3605 -0.4774 -3.4365
H: -3.2688 -0.7936 -2.4946
H: -3.8457 0.4330 -3.7388
H: -3.7349 -1.3402 -4.0789
H: -6.5962 -3.0209 -3.3269
C: -0.7693 -3.5051 1.7592
O: -1.1207 -4.8095 2.2360
C: -1.3122 -5.7443 1.2216
C: -1.7325 -7.0108 1.9382
C: -0.5438 -8.0126 2.1738
N: -2.7068 -7.8823 1.1378
H: 0.2095 -3.4252 1.2863
H: -0.7477 -2.9646 2.7054
H: -1.5973 -3.0232 1.2393
H: -2.0547 -5.4608 0.4758
H: -0.4247 -6.0122 0.6483
H: -2.0552 -6.6844 2.9269
H: -0.3596 -8.6902 1.3401
H: -0.6830 -8.6120 3.0735
H: 0.2745 -7.3719 2.5024
H: -2.2204 -8.2795 0.3467
H: -3.4603 -7.3142 0.7777
C: 3.3990 -1.9242 -4.0608
O: 2.1209 -2.6313 -4.0453
C: 1.0492 -1.8533 -3.7124
C: 0.5611 -2.1220 -2.2309
C: 0.2226 -3.6685 -1.9784
N: -0.4385 -1.2734 -1.7339
H: 4.1486 -2.6828 -4.2862
H: 3.5680 -1.2965 -3.1859
H: 3.4259 -1.2337 -4.9037
H: 1.2481 -0.8035 -3.9282
H: 0.1972 -2.1311 -4.3329
H: 1.4560 -1.9632 -1.6292
H: -0.6921 -3.9717 -2.4877
H: -0.0050 -3.7914 -0.9196
H: 1.0790 -4.3111 -2.1827
H: -0.5294 -0.3309 -2.0853
H: -0.1134 -1.1225 -0.7896
C: 4.8531 4.3410 -5.4533
O: 5.0314 4.5445 -4.0832
C: 5.9232 3.6728 -3.3708
C: 5.3012 3.6136 -1.8865
C: 6.0163 2.5990 -0.9103
N: 3.9206 3.1490 -2.0145
H: 4.2492 5.1939 -5.7633
H: 4.6931 3.3330 -5.8361
H: 5.8306 4.6023 -5.8587
H: 5.8939 2.6597 -3.7718
H: 6.9296 4.0818 -3.2811
H: 5.4101 4.6593 -1.5990
H: 5.8695 1.5697 -1.2376
H: 5.4911 2.7137 0.0379
H: 7.0313 2.9392 -0.7053
H: 3.7105 3.6200 -2.8829
H: 3.4224 3.5956 -1.2579
C: 3.3161 2.7368 1.9115
O: 2.3906 1.5538 2.1353
C: 1.0182 1.9487 2.0898
C: 0.1325 0.7803 1.4104
C: -1.2113 0.3639 2.1403
N: 0.8832 -0.4560 1.2150
H: 4.1074 2.7517 2.6610
H: 2.7231 3.6325 2.0963
H: 3.6634 2.7356 0.8783
H: 0.7292 2.2737 3.0893
H: 0.8981 2.8508 1.4900
H: -0.1384 1.1806 0.4334
H: -1.6650 -0.5559 1.7711
H: -1.9401 1.1701 2.0573
H: -0.9329 0.2863 3.1913
H: 1.2300 -0.7326 2.1224
H: 1.8237 -0.3201 0.8731

Calculated values
Kohn-Sham gap   7.7 eV
Net charge   0
E_HOMO   -7.44 eV
Electronic energy   -70981.3321 eV
Relative energy (zero: lowest compared OMol25 entry of this formula, charge and spin)   6.121 eV


2.
# C43H105N7NiO17

A molecular structure, C43H105N7NiO17 (ωB97M-V/def2-TZVPD, the Open Molecules 2025 dataset).

Cartesian coordinates (Å):
Ni: -1.1456 -0.6610 -1.9391
C: -0.0382 0.6565 -0.4899
O: 0.3032 -0.5422 -0.5147
O: -1.2308 0.6947 -0.2602
O: -0.0052 1.0208 -1.6332
C: -0.1649 3.4232 -6.8813
O: 0.9381 2.5879 -6.6826
C: 1.8149 3.1383 -5.6927
C: 1.4978 2.5816 -4.2494
N: 0.2351 3.1364 -3.7424
C: 0.4039 4.5503 -3.3925
C: -0.9227 5.0452 -2.7888
O: -0.8876 6.4474 -2.5335
C: -1.9443 6.7922 -1.6441
H: -0.8106 2.9039 -7.5894
H: 0.0482 4.4632 -7.1287
H: -0.8463 3.5059 -6.0346
H: 2.0325 4.2064 -5.6977
H: 2.7756 2.6283 -5.7638
H: 2.3893 2.8140 -3.6669
H: 1.5782 1.4948 -4.2697
H: -0.0923 2.5710 -2.9722
H: 0.5738 5.0886 -4.3250
H: 1.2739 4.8194 -2.7934
H: -1.0179 4.4535 -1.8783
H: -1.7647 4.8213 -3.4438
H: -2.2333 6.1523 -0.8104
H: -2.7840 6.9699 -2.3160
H: -1.6780 7.7307 -1.1579
C: -1.2625 -2.1337 3.2836
O: -0.4530 -2.8577 4.1120
C: 0.0057 -4.2021 3.8337
C: 0.8975 -4.8948 4.8752
N: 1.8501 -4.0424 5.5099
C: 2.2550 -4.7094 6.7747
C: 3.0650 -3.8656 7.8428
O: 2.8217 -4.4998 9.1366
C: 3.5627 -3.8874 10.2194
H: -1.5126 -1.1858 3.7601
H: -2.1560 -2.7244 3.0815
H: -0.7694 -1.8250 2.3619
H: 0.5040 -4.2949 2.8687
H: -0.9149 -4.7488 3.6298
H: 1.1775 -5.8789 4.4994
H: 0.1623 -5.0379 5.6671
H: 1.3385 -3.1838 5.6556
H: 2.9516 -5.5402 6.6627
H: 1.4516 -5.1790 7.3422
H: 2.6518 -2.8614 7.9373
H: 4.1118 -3.8357 7.5403
H: 4.6100 -3.6456 10.0380
H: 3.3559 -4.2344 11.2318
H: 3.1088 -2.8991 10.2932
C: -3.0079 -6.3568 -0.4371
O: -2.2128 -5.2177 -0.7696
C: -1.8760 -4.4121 0.3163
C: -1.2441 -3.0953 -0.3075
N: -1.8546 -2.6664 -1.6182
C: -3.3559 -2.5556 -1.5170
C: -4.1303 -3.3486 -2.6341
O: -3.4859 -2.9977 -3.8586
C: -4.1249 -3.6641 -5.0275
H: -3.0358 -6.9632 -1.3424
H: -4.0741 -6.1760 -0.3006
H: -2.5483 -6.7877 0.4524
H: -1.1523 -4.8262 1.0182
H: -2.7182 -4.1354 0.9506
H: -0.1967 -3.3960 -0.3316
H: -1.2417 -2.3198 0.4584
H: -1.6981 -3.4731 -2.2056
H: -3.6331 -1.5300 -1.2734
H: -3.7596 -3.0144 -0.6144
H: -5.1731 -3.0636 -2.4944
H: -3.9159 -4.4103 -2.5122
H: -5.1796 -3.9353 -4.9797
H: -3.7021 -4.6508 -5.2171
H: -4.1013 -2.9766 -5.8730
C: -6.4799 -0.5372 -4.3479
O: -5.1488 0.0362 -4.4270
C: -4.6888 0.6008 -3.1578
C: -3.2014 0.9650 -3.5515
N: -2.4257 -0.2737 -3.7248
C: -1.3440 0.0109 -4.6973
C: -0.4217 -1.1212 -4.6919
O: 0.0899 -1.3153 -3.3958
C: 1.1161 -2.2468 -3.5258
H: -7.1444 0.2582 -4.0103
H: -6.6352 -1.4529 -3.7774
H: -6.8311 -0.6040 -5.3776
H: -4.5610 -0.1534 -2.3813
H: -5.2765 1.4093 -2.7230
H: -2.7498 1.7682 -2.9693
H: -3.4053 1.3180 -4.5623
H: -3.0885 -0.7947 -4.2809
H: -0.8279 0.9189 -4.3854
H: -1.8294 0.2891 -5.6328
H: 0.4132 -0.8665 -5.3448
H: -0.8642 -1.9910 -5.1774
H: 0.9184 -3.2587 -3.8795
H: 1.2298 -2.3403 -2.4458
H: 2.0606 -1.9377 -3.9734
C: 10.1648 1.5794 0.1348
O: 8.8098 1.3620 0.6960
C: 7.6981 1.2480 -0.2291
C: 6.5167 0.5648 0.3779
N: 5.2911 0.8972 -0.4006
C: 4.8876 2.3037 -0.3560
C: 3.3495 2.3759 -0.6718
O: 2.9078 3.4911 0.0704
C: 1.3866 3.6164 0.1910
H: 10.2895 2.4580 -0.4981
H: 10.5876 0.7012 -0.3532
H: 10.8766 1.6985 0.9517
H: 8.0592 0.6340 -1.0541
H: 7.5222 2.2141 -0.7022
H: 6.1391 0.6311 1.3982
H: 6.7456 -0.4999 0.3324
H: 4.5078 0.3484 -0.0762
H: 5.5180 2.8924 -1.0225
H: 5.1100 2.5739 0.6763
H: 2.7183 1.5230 -0.4223
H: 3.0903 2.4070 -1.7301
H: 1.0590 2.8684 0.9129
H: 0.8553 3.5424 -0.7579
H: 1.0882 4.5911 0.5771
C: -5.8577 6.3643 -0.4109
O: -5.1015 5.5719 0.3406
C: -5.0619 4.2220 -0.1064
C: -3.6777 3.6554 0.3592
N: -3.5973 2.2145 0.0385
C: -4.0690 1.3566 1.1172
C: -3.1894 1.5489 2.4301
O: -4.0070 2.1899 3.3983
C: -3.3412 3.2840 4.1424
H: -5.6802 6.3857 -1.4861
H: -5.7211 7.3816 -0.0441
H: -6.9121 6.1357 -0.2556
H: -5.0526 4.2454 -1.1961
H: -5.7993 3.4865 0.2152
H: -3.5374 3.9505 1.3991
H: -3.0263 4.2571 -0.2746
H: -2.6097 2.0107 -0.0181
H: -4.0143 0.3270 0.7640
H: -5.1475 1.4737 1.2236
H: -2.2538 2.0466 2.1749
H: -2.9872 0.6563 3.0221
H: -2.4979 2.7794 4.6137
H: -3.9515 3.7882 4.8917
H: -2.9428 4.0737 3.5053
C: 4.7619 -4.8688 3.4338
O: 4.2679 -4.3048 2.1638
C: 4.2734 -2.9092 2.1296
C: 3.1441 -2.5843 1.1773
N: 2.8233 -1.1399 1.0937
C: 2.7174 -0.5662 2.4690
C: 1.7778 0.6584 2.5235
O: 1.4509 0.9614 3.8538
C: 0.4108 1.9841 3.9254
H: 3.8938 -5.2664 3.9595
H: 5.4305 -4.3379 4.1114
H: 5.3262 -5.6733 2.9622
H: 5.2578 -2.6044 1.7746
H: 4.0281 -2.4384 3.0816
H: 2.2514 -3.0843 1.5530
H: 3.2146 -2.9612 0.1570
H: 1.9344 -1.0973 0.6160
H: 3.6344 -0.5395 3.0577
H: 2.2021 -1.3690 2.9962
H: 0.8696 0.4108 1.9740
H: 2.2408 1.5162 2.0357
H: 0.0014 2.1121 4.9274
H: -0.4707 1.7410 3.3321
H: 0.8225 2.8982 3.4975

Calculated values
Kohn-Sham gap (alpha / beta)   7.4 / 7.3 eV
Net charge   0
2S+1   3
E_HOMO (alpha / beta)   -7.24 / -7.14 eV
Electronic energy   -132554.2456 eV
Expectation value of S²   2.006